Record 1
Density functional theory data (wB97M-V/def2-TZVPD) for one molecule with the formula C16H25NO in a non-equilibrium geometry.

Geometry as XYZ:
```
43
C16H25NO, DFT wB97M-V/def2-TZVPD
O 0.638 -0.880 -0.969
N -2.306 -0.931 -0.312
C 0.010 -1.845 -0.567
C -2.989 2.016 0.414
C -2.917 -1.380 0.926
C 4.121 -1.086 0.588
C 4.662 0.066 0.398
C -2.712 1.394 -0.834
C 1.528 1.840 -1.391
C 2.723 -1.504 0.187
C 2.373 0.685 -0.582
C -2.667 1.020 1.716
C -3.487 -0.335 1.554
C 1.917 -0.684 -0.565
C 5.959 0.407 0.912
C -1.448 -1.871 -1.290
C 3.631 0.910 -0.059
C -3.034 -0.165 -1.159
H 1.117 1.630 -2.211
H -1.317 -1.338 -2.167
H -3.564 -2.144 0.502
H -4.155 -0.288 -1.015
H 6.252 -0.383 1.517
H -3.113 2.219 -1.711
H 0.527 -2.731 -0.838
H -0.006 -2.128 0.302
H 6.581 0.651 0.131
H 2.052 2.811 -1.597
H 4.432 -1.816 1.195
H -2.752 2.866 0.765
H -2.080 -1.791 1.069
H -2.726 1.656 2.518
H -4.477 -0.007 1.411
H -1.905 -2.936 -1.133
H -3.586 -0.615 2.823
H -4.147 1.966 0.589
H -1.569 0.559 1.471
H 2.261 -2.417 0.412
H 5.804 1.177 1.582
H -2.895 -0.150 -2.260
H 4.111 2.043 -0.521
H 0.776 2.022 -0.664
H -1.622 1.485 -1.136
```

Calculated values
- SMILES string: Cc1ccc(OCCN2CCCCCC2)c(C)c1
- Total charge: 0
- Energy above the lowest of the compared OMol25 structures with the same formula, charge and spin: 13.843 eV

***

Record 2
Density functional theory data (wB97M-V/def2-TZVPD) for a 2-piece molecular cluster, C4H9O3 overall in a non-equilibrium geometry.

Geometry as XYZ:
```
16
C4H9O3, DFT wB97M-V/def2-TZVPD
O 1.384 -1.563 -0.208
O 1.383 0.607 0.553
O -0.753 1.893 -0.376
C 2.244 -1.143 1.937
C -1.724 -0.162 -1.470
C 1.621 -0.647 0.584
C -1.888 1.283 -0.921
H -0.041 1.639 -0.051
H -2.036 2.112 -1.744
H -0.758 -0.601 -1.308
H 2.165 -2.231 1.926
H 2.036 -0.775 2.882
H -2.429 -0.836 -0.952
H 3.253 -0.821 1.778
H -1.827 -0.047 -2.555
H -2.630 1.291 -0.074
```

Calculated values
- Total charge: -1
- Energy above the lowest of the compared OMol25 structures with the same formula, charge and spin: 2.443 eV

***

Record 3
Density functional theory data (wB97M-V/def2-TZVPD) for one molecule with the formula CH2Cl2N2 in a non-equilibrium geometry.

Geometry as XYZ:
```
7
CH2Cl2N2, DFT wB97M-V/def2-TZVPD
Cl 1.709 -0.576 -0.465
Cl 1.185 0.625 2.306
N 0.114 0.275 0.006
N 0.244 1.124 0.995
C -0.832 -0.305 -0.766
H -1.912 -0.206 -0.443
H -0.508 -0.937 -1.632
```

Calculated values
- Total charge: 0
- Energy above the lowest of the compared OMol25 structures with the same formula, charge and spin: 4.073 eV

***

Record 4
Density functional theory data (wB97M-V/def2-TZVPD) for C5H12O2 as an isolated structure.

Geometry as XYZ:
```
19
C5H12O2, DFT wB97M-V/def2-TZVPD
O -0.796 0.197 1.822
O 1.597 2.016 0.128
C 2.191 -0.335 -0.167
C -2.307 -0.809 -0.648
C -0.245 0.534 -0.139
C 1.119 0.691 0.210
C -0.795 -0.720 -0.749
H -0.849 1.445 -0.226
H 2.168 2.161 0.891
H 0.441 0.458 1.400
H 2.604 -0.203 -1.182
H 1.826 -1.362 -0.092
H -2.673 -1.731 -1.108
H -1.172 1.025 2.167
H 3.052 -0.263 0.510
H -2.786 0.042 -1.150
H -0.320 -1.580 -0.270
H -0.475 -0.775 -1.805
H -2.577 -0.790 0.410
```

Calculated values
- Total charge: 0
- Energy above the lowest of the compared OMol25 structures with the same formula, charge and spin: 3.773 eV

***

Record 5
Density functional theory data (wB97M-V/def2-TZVPD) for a 2-piece molecular cluster, C5H8NP overall in a non-equilibrium geometry.

Geometry as XYZ:
```
15
C5H8NP, DFT wB97M-V/def2-TZVPD
P 2.136 -2.234 -0.925
N 0.684 0.363 2.098
C 0.666 0.151 0.888
C -1.318 1.013 -0.004
C -2.551 0.573 -0.157
C 2.604 -1.227 0.294
C -0.041 0.287 -0.422
H -3.420 1.025 0.382
H 0.686 0.732 -0.997
H -2.803 -0.237 -0.854
H -1.344 1.725 0.742
H 3.280 -2.767 -1.404
H -0.261 -0.610 -0.828
H 0.005 0.855 2.588
H 2.989 -0.920 1.212
```

Calculated values
- Total charge: 0
- Energy above the lowest of the compared OMol25 structures with the same formula, charge and spin: 6.246 eV

***

Record 6
Density functional theory data (wB97M-V/def2-TZVPD) for a 2-piece molecular cluster, C6H16O2 overall in a non-equilibrium geometry.

Geometry as XYZ:
```
24
C6H16O2, DFT wB97M-V/def2-TZVPD
O 2.348 1.798 2.047
O -3.544 1.030 1.394
C -0.623 -1.691 0.237
C -0.524 -0.407 -2.492
C 0.016 -0.290 0.075
C 1.962 1.165 0.811
C 1.169 -0.132 1.009
C 0.442 0.043 -1.387
H -1.049 -1.643 1.238
H 0.075 -2.492 0.010
H 1.420 -0.442 -1.578
H 1.813 -1.020 0.889
H 2.893 0.932 0.296
H 0.903 -0.007 2.079
H -0.042 -1.087 -3.200
H -0.910 0.495 -2.967
H -1.561 -1.864 -0.314
H -0.704 0.462 0.433
H 1.410 1.980 0.350
H -1.270 -1.081 -2.086
H -3.059 1.431 0.645
H 0.590 1.114 -1.473
H -3.532 0.102 1.194
H 1.777 1.604 2.791
```

Calculated values
- SMILES string: CC[C@@H](C)CCO.O
- Total charge: 0
- Energy above the lowest of the compared OMol25 structures with the same formula, charge and spin: 1.046 eV

***

Record 7
Density functional theory data (wB97M-V/def2-TZVPD) for a 2-piece molecular cluster, C4H6N2O overall.

Geometry as XYZ:
```
13
C4H6N2O, DFT wB97M-V/def2-TZVPD
O -0.825 -0.822 1.411
N 0.036 -0.160 -0.533
N 0.845 1.816 -0.144
C 0.670 0.869 -1.077
C 0.297 1.373 1.061
C -0.211 0.114 0.791
C -0.938 -2.000 -0.303
H -0.429 -2.705 0.341
H -1.998 -1.885 -0.115
H -0.679 -2.090 -1.351
H 1.310 2.698 -0.289
H 0.313 1.973 1.955
H 1.005 0.956 -2.101
```

Calculated values
- Total charge: 0
- Energy above the lowest of the compared OMol25 structures with the same formula, charge and spin: 4.068 eV

***

Record 8
Density functional theory data (wB97M-V/def2-TZVPD) for C23H59GaN3O as an isolated structure in a non-equilibrium geometry.

Geometry as XYZ:
```
87
C23H59GaN3O, DFT wB97M-V/def2-TZVPD
Ga 1.977 4.110 0.587
O -2.484 5.725 1.420
N 1.758 0.327 -2.274
N -6.121 1.256 1.136
N 4.544 -5.188 0.354
C -5.996 2.636 0.697
C 0.774 1.240 -1.709
C -0.688 1.082 -2.150
C -8.368 0.532 0.127
C 5.118 -6.125 -0.594
C 1.551 -1.051 -1.881
C -5.284 0.299 0.435
C -0.018 3.773 0.997
C -7.475 0.780 1.351
C 1.107 0.054 -4.736
C 5.097 -5.220 1.695
C 2.714 -1.967 -2.234
C -3.807 0.665 0.429
C -2.055 4.643 2.264
C -6.298 2.952 -0.776
C -0.544 4.521 2.219
C 3.096 -5.107 0.272
C 3.943 5.170 2.607
C 2.507 -3.950 1.064
C 4.662 -6.358 2.630
C 2.097 0.542 -3.665
C 4.791 -7.616 -0.436
C 2.807 5.656 1.650
H 1.097 2.264 -1.903
H 2.601 -6.040 0.590
H 4.799 -5.808 -1.592
H 3.224 6.360 0.932
H -4.978 2.965 0.916
H 5.343 -8.071 0.386
H -0.159 5.539 2.199
H -1.328 1.645 -1.466
H -3.240 -0.122 -0.069
H -7.851 -0.027 -0.652
H -9.241 -0.054 0.424
H 2.516 -2.970 -1.853
H -0.863 1.481 -3.149
H 3.642 -1.610 -1.787
H 4.860 -4.271 2.179
H -2.362 4.899 3.283
H -6.630 3.257 1.334
H -7.367 3.018 -0.972
H 0.817 1.135 -0.622
H 0.709 -0.936 -4.506
H 2.278 1.610 -3.801
H -5.863 3.918 -1.041
H -5.394 -0.664 0.942
H 5.188 -7.288 2.420
H -8.738 1.461 -0.303
H -2.552 3.710 1.997
H -7.400 -0.157 1.914
H -1.023 0.042 -2.130
H 0.625 -1.482 -2.302
H 6.187 -5.222 1.609
H -0.135 2.696 1.141
H -5.610 0.140 -0.606
H 3.826 4.106 2.792
H 3.727 -7.789 -0.274
H 3.917 5.729 3.540
H -3.421 0.773 1.442
H 2.092 6.213 2.257
H -0.201 4.023 3.125
H 2.831 2.771 0.923
H 2.860 -2.054 -3.312
H 5.074 -8.150 -1.345
H -5.872 2.209 -1.450
H 2.070 4.446 -1.009
H -0.615 4.017 0.116
H 2.675 -4.057 2.136
H 2.928 -2.997 0.742
H 3.590 -6.551 2.568
H 1.428 -3.912 0.908
H 4.903 5.307 2.113
H 6.204 -5.996 -0.581
H 1.428 -1.062 -0.795
H 0.267 0.737 -4.859
H 3.064 0.069 -3.857
H 2.837 -4.967 -0.781
H -7.979 1.483 2.021
H 4.884 -6.090 3.665
H 1.611 -0.014 -5.704
H -3.075 5.367 0.742
H -3.612 1.590 -0.113
```

Calculated values
- Total charge: -1
- Calculated total energy: -83700.3635 eV

***

Record 9
Density functional theory data (wB97M-V/def2-TZVPD) for C28H24AsBN8OS3V as an isolated structure in a non-equilibrium geometry.

Geometry as XYZ:
```
67
C28H24AsBN8OS3V, DFT wB97M-V/def2-TZVPD
As -0.809 0.973 -0.516
V 1.029 -0.594 0.201
S -1.806 -2.467 0.474
S 2.373 1.064 -4.141
S 1.755 1.580 1.171
O -2.724 -3.342 -0.259
N 0.869 -1.433 2.200
N 3.783 -1.865 1.352
N 1.699 -2.344 2.707
N 3.241 -0.823 0.692
N 2.094 -3.462 0.619
N 1.529 -0.102 -1.732
N 1.682 -2.645 -0.341
N -0.803 -1.658 -0.170
C -2.349 1.410 1.700
C 0.814 2.928 0.566
C -1.472 0.803 -2.377
C -4.752 1.467 2.024
C -0.041 -1.123 3.142
C 5.460 -0.551 0.674
C 0.230 -1.879 4.277
C -2.333 -0.299 -2.562
C 5.162 -1.726 1.336
C 4.237 -0.043 0.269
C -0.297 2.775 -0.307
C -3.799 1.207 -0.204
C 1.688 -4.707 -1.149
C -3.048 -0.456 -3.775
C -4.851 1.346 0.671
C 0.550 5.321 0.339
C -2.480 1.188 0.364
C -2.777 0.456 -4.769
C 1.835 0.402 -2.739
C -1.847 1.498 -4.644
C -1.091 3.885 -0.611
C 1.449 -3.357 -1.415
C -0.662 5.167 -0.354
C -3.472 1.624 2.529
C 1.355 -2.674 3.935
C 1.241 4.256 0.792
C -1.171 1.653 -3.421
C 2.164 -4.768 0.147
B 2.808 -2.942 1.878
H -0.902 -0.455 3.077
H -2.373 -1.046 -1.815
H -3.259 1.722 3.600
H 2.428 -5.505 0.875
H -5.580 1.472 2.634
H -3.715 -1.341 -3.897
H 6.475 -0.199 0.597
H 1.121 -2.943 -2.342
H 1.614 -5.464 -1.860
H -0.451 2.441 -3.255
H 1.789 -3.469 4.378
H -3.932 0.997 -1.220
H -0.226 -1.839 5.212
H -1.983 3.616 -1.111
H 0.781 6.316 0.687
H -3.328 0.290 -5.747
H 5.781 -2.412 1.835
H 2.209 4.382 1.328
H -5.834 1.144 0.196
H -1.700 2.145 -5.520
H 3.244 -3.877 2.522
H -1.245 6.033 -0.529
H 4.037 0.797 -0.343
H -1.415 1.456 2.121
```

Calculated values
- Total charge: -1
- Energy above the lowest of the compared OMol25 structures with the same formula, charge and spin: 0.465 eV
- Spin multiplicity: 3

***

Record 10
Density functional theory data (wB97M-V/def2-TZVPD) for C18H38BaOP2 as an isolated structure in a non-equilibrium geometry.

Geometry as XYZ:
```
60
C18H38BaOP2, DFT wB97M-V/def2-TZVPD
Ba -1.914 -0.112 -0.064
P 1.293 2.472 1.086
P 1.024 -2.030 0.608
O -1.545 0.362 2.598
C 1.245 -0.529 -0.352
C -2.327 -0.920 -3.670
C 2.401 3.332 -0.093
C 0.638 -1.762 2.318
C 1.880 0.590 0.482
C -1.170 0.934 3.834
C -2.780 0.506 -3.293
C -0.188 -3.175 -0.007
C -1.525 -1.618 -2.589
C -2.024 0.567 5.065
C -0.546 1.237 -2.391
C 0.325 0.887 4.173
C -0.354 2.953 0.413
C -0.172 -1.648 -2.661
C 2.577 -2.917 0.726
C 0.231 0.737 -3.554
C -1.909 1.244 -2.292
C 0.700 -0.742 -3.448
H -1.382 1.986 3.596
H -0.889 2.403 -0.372
H -0.158 3.922 -0.044
H -1.236 -2.799 0.020
H -0.106 -4.116 0.559
H -3.819 0.428 -2.937
H -1.923 -0.506 5.306
H 1.985 -0.856 -1.111
H 0.052 -3.435 -1.040
H 2.814 4.149 0.523
H -3.215 -1.542 -3.909
H -2.458 1.982 -1.659
H 0.673 -0.135 4.345
H 3.253 2.737 -0.462
H -1.765 -0.843 -4.616
H -1.051 3.081 1.250
H 0.574 1.397 5.116
H -1.701 1.111 5.975
H 1.700 -0.758 -3.000
H 1.208 -2.508 2.882
H -0.423 -1.894 2.504
H 2.875 0.756 0.028
H 0.910 -1.142 -4.450
H 1.986 0.209 1.505
H 0.141 1.741 -1.702
H -2.816 1.120 -4.202
H 1.871 3.773 -0.950
H -0.263 0.876 -4.527
H 1.150 1.353 -3.570
H 0.415 -2.531 -2.370
H -3.084 0.837 4.946
H -2.152 -2.302 -1.961
H 2.745 -3.479 -0.213
H 0.953 1.375 3.417
H 2.471 -3.636 1.570
H 3.395 -2.209 0.952
H 0.947 -0.806 2.716
H 0.462 -0.112 -1.008
```

Calculated values
- Total charge: 0
- Energy above the lowest of the compared OMol25 structures with the same formula, charge and spin: 4.575 eV

***

Record 11
Density functional theory data (wB97M-V/def2-TZVPD) for a 2-piece molecular cluster, CH4IN2 overall in a non-equilibrium geometry.

Geometry as XYZ:
```
8
CH4IN2, DFT wB97M-V/def2-TZVPD
I -2.976 0.099 0.019
N -0.105 1.493 -0.060
N -1.363 -1.118 -0.038
C -0.124 -0.664 0.025
H 0.000 1.736 0.962
H 0.791 -1.208 -0.068
H -1.548 -2.173 0.309
H 0.854 1.455 -0.609
```

Calculated values
- Total charge: +1
- Energy above the lowest of the compared OMol25 structures with the same formula, charge and spin: 5.320 eV

***

Record 12
Density functional theory data (wB97M-V/def2-TZVPD) for C3H2F9NaO10S3 as an isolated structure in a non-equilibrium geometry.

Geometry as XYZ:
```
28
C3H2F9NaO10S3, DFT wB97M-V/def2-TZVPD
S 7.131 21.794 11.858
S 7.560 17.564 11.719
S 5.331 15.984 7.955
Na 5.823 19.557 9.305
F 7.544 16.123 6.419
F 7.672 14.658 8.069
F 6.450 16.864 14.019
F 5.397 23.827 11.167
F 7.755 16.783 8.422
F 6.599 24.382 12.943
F 7.532 24.339 10.892
F 7.187 18.871 13.997
F 8.573 17.205 14.146
O 8.465 21.742 12.489
O 7.093 21.279 10.447
O 7.761 16.099 11.370
O 5.995 21.189 12.593
O 4.655 15.287 6.814
O 8.673 18.450 11.350
O 6.161 20.187 7.101
O 5.032 17.437 7.875
O 5.061 15.374 9.276
O 6.283 18.048 11.171
C 7.450 17.649 13.642
C 6.642 23.752 11.705
C 7.236 15.849 7.686
H 5.492 19.784 6.548
H 6.826 20.496 6.486
```

Calculated values
- Total charge: -2
- Energy above the lowest of the compared OMol25 structures with the same formula, charge and spin: 2.195 eV

***

Record 13
Density functional theory data (wB97M-V/def2-TZVPD) for a 2-piece molecular cluster, C46H45ClN3O overall in a non-equilibrium geometry.

Geometry as XYZ:
```
96
C46H45ClN3O, DFT wB97M-V/def2-TZVPD
Cl -5.174 6.960 -1.671
O -1.960 0.024 0.242
N 0.419 -1.739 1.325
N 1.262 -0.216 -0.013
N 1.682 -1.418 1.815
C -0.832 -3.907 1.436
C 1.482 -2.788 -3.363
C -4.351 3.490 0.143
C -0.349 -2.728 2.047
C -2.896 1.577 2.014
C -2.982 3.633 0.499
C 1.680 1.587 -3.822
C 2.634 0.677 -3.372
C 0.630 -2.316 -2.365
C 4.476 -0.353 1.865
C -4.328 5.678 -0.907
C -5.025 4.526 -0.496
C -0.879 -1.458 -4.054
C 3.360 0.290 1.280
C 0.019 -1.852 -5.038
C -1.187 3.214 2.278
C 3.615 -0.913 -1.679
C 0.104 -1.391 4.143
C 1.201 -2.527 -4.701
C 0.169 -1.031 0.208
C -1.409 -4.907 2.233
C -1.028 -3.602 4.203
C 0.711 2.014 -2.918
C -0.432 -2.587 3.445
C -1.507 -4.778 3.623
C 2.593 0.107 -2.086
C -2.344 2.737 1.431
C -1.559 -1.302 -1.677
C -2.951 5.804 -0.661
C -0.994 2.089 3.348
C -2.070 -5.882 4.482
C 5.767 1.690 1.620
C -2.992 -1.186 -2.030
C 5.681 0.340 1.995
C -1.177 -0.751 -0.367
C -2.290 4.791 0.023
C -0.680 -4.178 -0.020
C 0.687 1.533 -1.607
C 4.639 2.351 1.111
C -2.176 1.192 3.133
C 2.146 -0.476 1.033
C 3.435 1.666 0.959
C 1.542 0.497 -1.239
C 1.711 2.141 -5.222
C -0.588 -1.669 -2.671
C -0.185 2.228 -0.610
H -1.450 4.158 2.791
H -6.090 4.465 -0.685
H -3.283 -1.961 -2.755
H -1.203 -5.107 -0.279
H -3.595 -1.285 -1.119
H -0.202 -1.640 -6.083
H 2.376 -3.342 -3.070
H 6.709 2.234 1.729
H -1.300 -6.287 5.154
H -0.269 3.421 1.716
H -0.423 -0.475 3.851
H 4.362 -0.482 -0.990
H 0.371 -4.310 -0.310
H -0.921 2.510 4.359
H 1.815 1.344 -5.970
H 0.195 3.249 -0.417
H 2.546 2.181 0.592
H 6.564 -0.173 2.390
H -1.124 -3.377 -0.623
H 2.548 2.837 -5.370
H -1.211 2.325 -0.989
H -2.451 -6.704 3.867
H -3.211 -0.192 -2.457
H -1.105 -3.482 5.286
H -2.415 0.352 3.790
H -4.864 2.572 0.421
H 3.433 0.378 -4.051
H -1.814 -0.965 -4.327
H 4.696 3.403 0.831
H -2.892 -5.524 5.115
H 3.154 -1.780 -1.183
H -0.041 1.571 3.154
H 1.175 -1.262 3.952
H 0.866 -2.477 -1.310
H 4.151 -1.288 -2.563
H 1.912 -2.827 -5.469
H -2.416 6.688 -0.994
H -0.033 -1.523 5.221
H 0.788 2.693 -5.444
H -0.025 2.768 -3.213
H 4.382 -1.397 2.174
H -1.774 -5.825 1.760
H -1.216 4.898 0.212
H -0.233 1.686 0.334
H -3.778 1.076 1.624
```

Calculated values
- Total charge: +1
- Energy above the lowest of the compared OMol25 structures with the same formula, charge and spin: 0.000 eV

***

Record 14
Density functional theory data (wB97M-V/def2-TZVPD) for C2BeFO as an isolated structure in a non-equilibrium geometry.

Geometry as XYZ:
```
5
C2BeFO, DFT wB97M-V/def2-TZVPD
F 1.355 -0.497 0.958
O -0.585 0.678 0.522
C 0.317 0.342 -1.115
C 0.383 -0.172 0.148
Be -1.469 -0.351 -0.513
```

Calculated values
- Total charge: +1
- Energy above the lowest of the compared OMol25 structures with the same formula, charge and spin: 0.000 eV